{"formula": "C24H47N7O8", "method": "ωB97M-V/def2-TZVPD", "total_energy_ha": -1927.3313, "multiplicity": 1, "gap_ha": 0.2998, "smiles": "O=[N+]([O-])c1ccccc1.CN(C)C=O.CN(C)C=O.CN(C)C=O.CN(C)C=O.CN(C)C=O.CN(C)C=O", "symbols": ["C", "C", "C", "C", "C", "C", "N", "O", "O", "H", "H", "H", "H", "H", "C", "O", "N", "C", "C", "H", "H", "H", "H", "H", "H", "H", "C", "O", "N", "C", "C", "H", "H", "H", "H", "H", "H", "H", "C", "O", "N", "C", "C", "H", "H", "H", "H", "H", "H", "H", "C", "O", "N", "C", "C", "H", "H", "H", "H", "H", "H", "H", "C", "O", "N", "C", "C", "H", "H", "H", "H", "H", "H", "H", "C", "O", "N", "C", "C", "H", "H", "H", "H", "H", "H", "H"], "xyz": [[-72.76386, 0.26527, 1.20252], [-73.24703, -0.56114, 2.43561], [-74.51279, -1.35091, 2.23983], [-74.97780, -1.54755, 0.69951], [-74.32418, -0.75976, -0.39287], [-73.34478, 0.24670, -0.06762], [-76.11307, -2.48997, 0.46408], [-76.75718, -2.37403, -0.65155], [-76.37494, -3.34387, 1.32328], [-72.09851, 0.92698, 1.37675], [-72.54322, -0.45363, 3.37548], [-74.86018, -2.05591, 2.95787], [-74.65810, -0.97641, -1.41993], [-72.95533, 0.87121, -1.01423], [-75.74722, 5.59155, -1.82765], [-75.73044, 6.01146, -0.58248], [-74.74249, 5.13134, -2.51438], [-74.75644, 4.94473, -3.94081], [-73.54436, 4.58197, -1.86602], [-76.80546, 5.70988, -2.40202], [-73.96785, 5.62998, -4.72013], [-75.61375, 5.22570, -4.41490], [-74.69602, 3.82618, -4.23822], [-72.75629, 4.18427, -2.60169], [-73.75303, 3.54087, -1.50268], [-73.06585, 5.16668, -1.15164], [-71.91382, -0.21446, -3.58963], [-71.80249, 0.97450, -3.33688], [-73.10460, -0.65214, -4.08321], [-73.08779, -2.04234, -4.46271], [-74.23848, 0.23328, -4.24881], [-71.12173, -0.92901, -3.34641], [-73.29034, -2.05606, -5.57381], [-73.80407, -2.55647, -3.91332], [-72.44078, -2.58853, -3.92631], [-74.05211, 1.02306, -5.02927], [-74.43145, 0.86162, -3.34188], [-75.06090, -0.13077, -4.41502], [-71.52827, -3.14678, 3.73443], [-70.78101, -3.03548, 2.71077], [-71.31730, -3.80949, 4.87754], [-72.20392, -3.86792, 5.98632], [-70.09946, -4.45824, 5.02743], [-72.57878, -2.86468, 3.78948], [-72.63455, -2.86129, 6.06621], [-71.80212, -4.34800, 6.87142], [-73.02344, -4.47053, 5.73734], [-69.21892, -4.13967, 4.35541], [-70.30533, -5.65690, 5.21617], [-69.67737, -4.49693, 5.98883], [-70.96203, 1.83579, 6.39608], [-71.94926, 1.97653, 5.61333], [-70.55922, 0.56863, 6.62769], [-69.41859, 0.28316, 7.55310], [-71.13560, -0.61848, 5.92969], [-70.20636, 2.60933, 6.71000], [-68.96030, 0.97690, 8.13319], [-68.68570, -0.25618, 6.99763], [-69.68490, -0.59490, 8.33760], [-70.79005, -1.57248, 6.40221], [-70.75916, -0.88318, 4.90298], [-72.14236, -0.55809, 5.98292], [-76.53058, -4.17450, 4.28141], [-75.47898, -4.76150, 4.68389], [-77.00733, -3.05668, 4.91238], [-78.27030, -2.32932, 4.53777], [-76.41781, -2.67648, 6.23453], [-77.29731, -4.50716, 3.53128], [-78.66607, -1.55275, 5.25032], [-79.11869, -3.00639, 4.39770], [-78.27159, -1.89851, 3.57976], [-75.64473, -2.01826, 6.13921], [-76.20179, -3.45395, 6.76990], [-77.06320, -2.00661, 6.94424], [-80.27663, -5.82143, -3.05141], [-80.72983, -5.30499, -1.99288], [-79.17086, -5.42572, -3.64173], [-78.77399, -6.04114, -4.87390], [-78.25473, -4.41433, -3.00088], [-80.77093, -6.75292, -3.45848], [-79.57727, -5.70294, -5.76322], [-78.56183, -7.08582, -4.85461], [-77.68098, -5.47306, -5.26453], [-77.73341, -3.93631, -3.78277], [-77.35070, -5.06946, -2.57449], [-78.70779, -3.54103, -2.39946]], "atomic_forces_ev_per_a": [[-6.40, -5.52, 1.06], [-1.51, 0.33, -3.24], [3.82, 1.33, -4.67], [2.67, 2.67, 2.12], [-1.85, -1.48, 3.05], [0.12, -1.13, -1.55], [-1.12, -0.23, -2.02], [2.13, -0.34, 3.44], [0.46, 1.73, -1.47], [4.87, 4.29, 1.29], [-2.15, -0.35, -1.85], [-0.55, -0.15, 0.50], [0.15, 0.34, 0.63], [-0.66, -1.31, 2.60], [-4.00, 3.50, 4.97], [0.32, -2.34, -5.18], [2.81, -0.91, -1.51], [3.10, -0.97, -2.51], [0.50, -3.48, -1.97], [2.50, -0.31, 0.86], [-1.56, -2.06, 3.00], [-2.93, 1.00, -0.50], [0.55, 1.72, 0.60], [-1.14, 1.58, 0.34], [-0.45, 1.07, 0.62], [0.33, 1.15, 1.27], [-1.69, 2.37, 0.27], [0.83, 0.15, 0.34], [1.41, -1.22, 0.78], [-3.53, 2.55, -2.78], [8.60, 6.18, 1.91], [-0.16, -0.36, -0.40], [0.86, -1.12, 1.21], [-3.17, -0.66, 0.23], [4.41, -1.45, 0.50], [0.07, -0.82, 0.46], [0.65, -0.57, -0.32], [-8.37, -5.01, -2.09], [0.36, -0.45, -2.53], [-1.94, -0.18, 3.44], [2.39, 0.47, -0.75], [-1.34, 1.09, -0.35], [2.55, -4.26, -0.09], [-0.34, 0.92, -0.73], [0.16, -0.30, 1.00], [0.56, 0.71, 0.11], [-1.48, -1.09, -0.45], [-2.02, -0.92, 0.48], [0.50, 2.08, -2.02], [0.41, 1.67, 1.91], [-2.02, -1.10, -3.59], [2.38, 0.88, 2.27], [1.88, -0.83, 1.54], [-2.60, -5.31, -0.48], [3.99, -0.85, 0.25], [-1.15, -0.28, 0.21], [0.74, 2.93, 1.15], [0.93, -0.02, -0.67], [-0.09, 2.05, -1.54], [-0.35, 1.08, 0.51], [-0.33, 1.41, 0.48], [-3.25, 0.14, -0.16], [0.99, -0.52, 2.05], [-2.91, 1.49, -1.63], [-0.80, 1.36, 1.41], [-0.80, -1.07, 0.81], [-4.18, 4.26, -1.90], [1.20, -0.14, 0.03], [1.19, -0.94, -0.37], [0.14, -0.50, 0.52], [0.90, 0.95, -1.30], [2.73, 1.30, -0.65], [1.61, -4.74, 2.77], [0.08, -1.42, -1.76], [-2.29, 0.12, 3.80], [0.87, -1.14, -2.47], [1.41, 1.28, 0.11], [1.41, 4.01, -4.00], [0.90, -1.44, 0.79], [0.40, 0.92, -0.14], [2.15, -1.34, 2.19], [-0.19, -0.76, 0.12], [-3.26, -1.78, 1.20], [0.30, 0.71, -1.31], [-2.17, 1.71, 0.19], [0.47, -2.29, -0.42]]}